# 1
Entry from OMol25: a structure of composition C5H9N at a distorted geometry (ωB97M-V with the def2-TZVPD basis set).

LUMO ... 1.0 eV
Electronic energy ... -250.57978 Eh
Energy relative to the best compared isomer or geometry (same formula, charge and spin) ... 228.8 kJ/mol

Geometry (Å):
C (-1.638, -0.357, 0.928)
C (-1.314, 0.368, -0.335)
C (0.073, -0.109, 0.069)
C (0.774, -1.020, -0.952)
C (1.222, 1.033, 0.601)
N (-0.491, -0.776, 1.264)
H (-2.500, -0.467, 1.493)
H (-1.735, -0.160, -1.137)
H (-1.502, 1.542, -0.491)
H (0.187, -1.983, -1.120)
H (1.774, -1.240, -0.633)
H (0.715, -0.484, -2.007)
H (1.241, 0.863, 1.700)
H (0.959, 2.125, 0.436)
H (2.235, 0.666, 0.185)



# 2
Entry from OMol25: an isolated molecule of C5H9N (ωB97M-V with the def2-TZVPD basis set).

LUMO ... 1.1 eV
Electronic energy ... -250.54344 Eh
Energy relative to the best compared isomer or geometry (same formula, charge and spin) ... 324.2 kJ/mol

Geometry (Å):
C (-1.434, 0.815, -0.290)
C (-1.608, -0.593, 0.196)
C (-0.406, 0.195, 0.610)
N (0.924, -0.079, 0.063)
C (1.120, -1.213, -0.618)
C (1.835, 0.868, 0.268)
H (-1.150, 0.937, -1.332)
H (-2.062, 1.603, 0.113)
H (-2.343, -0.795, 0.970)
H (-1.484, -1.383, -0.535)
H (-0.346, 0.541, 1.636)
H (0.540, -2.085, -0.362)
H (2.056, -1.299, -1.152)
H (1.508, 1.871, 0.499)
H (2.867, 0.637, 0.043)



# 3
Entry from OMol25: an isolated molecule of C5H9N (ωB97M-V with the def2-TZVPD basis set).

LUMO ... 1.1 eV
Electronic energy ... -250.61829 Eh
Energy relative to the best compared isomer or geometry (same formula, charge and spin) ... 127.7 kJ/mol
Structure (SMILES) ... C=C=NCCC

Geometry (Å):
C (3.153, -0.289, -0.082)
C (1.896, -0.238, -0.459)
N (0.736, -0.228, -0.845)
C (-0.188, 0.838, -0.439)
C (-1.608, 0.305, -0.303)
C (-1.759, -0.726, 0.809)
H (3.439, -0.837, 0.808)
H (3.916, 0.210, -0.669)
H (0.142, 1.307, 0.501)
H (-0.157, 1.604, -1.222)
H (-2.270, 1.160, -0.119)
H (-1.912, -0.131, -1.262)
H (-1.411, -0.323, 1.769)
H (-2.806, -1.028, 0.925)
H (-1.172, -1.624, 0.588)



# 4
Entry from OMol25: an isolated molecule of C5H9N at a distorted geometry (ωB97M-V with the def2-TZVPD basis set).

LUMO ... 1.0 eV
Electronic energy ... -250.54420 Eh
Energy relative to the best compared isomer or geometry (same formula, charge and spin) ... 322.3 kJ/mol
Structure (SMILES) ... C=NCC(=C)C

Geometry (Å):
C (0.223, 1.525, 1.055)
N (0.589, 0.511, 1.732)
C (-0.290, -0.558, 1.205)
C (0.080, -0.440, -0.271)
C (1.396, -0.356, -0.553)
C (-0.949, -0.507, -1.361)
H (0.908, 2.298, 0.721)
H (-0.799, 1.608, 0.656)
H (-1.347, -0.410, 1.476)
H (-0.010, -1.571, 1.526)
H (1.759, -0.776, -1.477)
H (2.155, 0.084, 0.091)
H (-1.193, -1.546, -1.567)
H (-0.568, -0.024, -2.269)
H (-1.878, 0.017, -1.086)



# 5
Entry from OMol25: a structure of composition C5H9N at a distorted geometry (ωB97M-V with the def2-TZVPD basis set).

LUMO ... 1.0 eV
Electronic energy ... -250.54857 Eh
Energy relative to the best compared isomer or geometry (same formula, charge and spin) ... 310.8 kJ/mol

Geometry (Å):
C (-1.340, 0.183, -1.090)
C (-0.146, 0.054, -0.195)
C (0.802, 1.063, 0.476)
N (1.229, -0.249, 1.131)
C (-0.252, -0.524, 1.226)
C (1.107, -0.785, -0.374)
H (-1.865, -0.782, -1.104)
H (-1.080, 0.457, -2.115)
H (-2.025, 0.927, -0.669)
H (1.625, 1.521, -0.085)
H (0.301, 1.801, 1.111)
H (-0.809, 0.107, 1.938)
H (-0.459, -1.582, 1.409)
H (0.924, -1.803, -0.771)
H (1.985, -0.387, -0.887)



# 6
Entry from OMol25: an isolated molecule of C5H9N at a distorted geometry (ωB97M-V with the def2-TZVPD basis set).

LUMO ... 1.1 eV
Electronic energy ... -250.60695 Eh
Energy relative to the best compared isomer or geometry (same formula, charge and spin) ... 157.5 kJ/mol
Structure (SMILES) ... C=CC/C=C/N

Geometry (Å):
C (1.295, 2.334, 0.294)
C (0.025, 1.979, 0.186)
C (-0.442, 0.760, -0.591)
C (-0.006, -0.533, 0.097)
C (-0.713, -1.650, -0.009)
N (-0.245, -2.933, 0.378)
H (1.548, 3.162, 0.949)
H (2.040, 1.866, -0.338)
H (-0.755, 2.482, 0.755)
H (0.153, 0.768, -1.509)
H (-1.530, 0.746, -0.656)
H (0.856, -0.457, 0.751)
H (-1.704, -1.625, -0.435)
H (-0.986, -3.624, 0.385)
H (0.465, -3.274, -0.254)



# 7
Entry from OMol25: an isolated molecule of C5H9N at a distorted geometry (ωB97M-V with the def2-TZVPD basis set).

LUMO ... 0.7 eV
Electronic energy ... -250.57061 Eh
Energy relative to the best compared isomer or geometry (same formula, charge and spin) ... 252.9 kJ/mol
Structure (SMILES) ... C=NC(=C)CC

Geometry (Å):
C (0.153, -2.040, -0.848)
N (-0.404, -1.107, -0.118)
C (0.337, -0.027, 0.444)
C (1.371, -0.178, 1.222)
C (0.071, 1.391, -0.036)
C (-1.446, 1.557, -0.513)
H (-0.094, -3.105, -0.803)
H (1.036, -1.787, -1.460)
H (2.004, 0.625, 1.542)
H (1.581, -1.099, 1.735)
H (0.280, 2.099, 0.852)
H (0.711, 1.690, -0.935)
H (-1.650, 2.707, -0.673)
H (-1.731, 1.063, -1.397)
H (-2.228, 1.337, 0.346)



# 8
Entry from OMol25: an isolated molecule of C5H9N at a distorted geometry (ωB97M-V with the def2-TZVPD basis set).

LUMO ... 1.1 eV
Electronic energy ... -250.58623 Eh
Energy relative to the best compared isomer or geometry (same formula, charge and spin) ... 211.9 kJ/mol
Structure (SMILES) ... C=CC/C=C/N

Geometry (Å):
C (1.731, 0.488, 1.805)
C (1.690, -0.545, 0.969)
C (0.978, -0.628, -0.362)
C (-0.171, 0.318, -0.532)
C (-1.331, -0.103, -1.072)
N (-2.566, 0.410, -0.760)
H (2.562, 0.627, 2.488)
H (0.951, 1.238, 1.868)
H (2.441, -1.314, 1.122)
H (0.606, -1.665, -0.375)
H (1.785, -0.722, -1.102)
H (-0.030, 1.340, -0.208)
H (-1.347, -0.754, -1.949)
H (-3.383, 0.208, -1.301)
H (-2.667, 0.752, 0.177)



# 9
Entry from OMol25: an isolated molecule of C5H9N at a distorted geometry (ωB97M-V with the def2-TZVPD basis set).

LUMO ... 1.1 eV
Electronic energy ... -250.62578 Eh
Energy relative to the best compared isomer or geometry (same formula, charge and spin) ... 108.1 kJ/mol
Structure (SMILES) ... C=C/C(N)=C/C

Geometry (Å):
C (1.098, 0.634, -2.150)
C (-0.023, 0.157, -1.651)
C (-0.376, -0.001, -0.229)
N (-1.687, 0.311, 0.075)
C (0.513, -0.476, 0.648)
C (0.255, -0.675, 2.110)
H (1.830, 1.123, -1.516)
H (1.372, 0.683, -3.199)
H (-0.848, -0.167, -2.292)
H (-2.030, 0.202, 1.008)
H (-2.164, 0.880, -0.598)
H (1.522, -0.620, 0.288)
H (-0.530, -0.001, 2.457)
H (-0.056, -1.690, 2.358)
H (1.123, -0.361, 2.689)



# 10
Entry from OMol25: a structure of composition C5H9N at a distorted geometry (ωB97M-V with the def2-TZVPD basis set).

LUMO ... 0.9 eV
Electronic energy ... -250.59635 Eh
Energy relative to the best compared isomer or geometry (same formula, charge and spin) ... 185.3 kJ/mol

Geometry (Å):
C (-0.647, 1.461, -0.302)
C (-0.604, 0.051, 0.320)
C (-0.827, -1.019, -0.771)
C (1.107, -0.143, 1.251)
C (1.849, -0.687, 0.147)
N (2.117, -1.198, -0.859)
H (0.044, 2.115, 0.223)
H (-1.644, 1.931, -0.255)
H (-0.372, 1.453, -1.366)
H (-1.329, -0.057, 1.129)
H (-1.064, -0.604, -1.766)
H (-1.578, -1.784, -0.543)
H (0.129, -1.510, -0.932)
H (1.274, -0.825, 2.125)
H (1.545, 0.816, 1.597)



# 11
Entry from OMol25: an isolated molecule of C5H9N at a distorted geometry (ωB97M-V with the def2-TZVPD basis set).

LUMO ... 1.2 eV
Electronic energy ... -250.55145 Eh
Energy relative to the best compared isomer or geometry (same formula, charge and spin) ... 303.2 kJ/mol
Structure (SMILES) ... C1CC1N1CC1

Geometry (Å):
C (0.012, -1.202, 1.312)
C (1.370, -0.639, 0.961)
C (0.162, 0.230, 0.894)
N (-0.176, 0.753, -0.359)
C (-0.080, 0.386, -1.707)
C (-1.324, 1.118, -1.058)
H (-0.437, -1.893, 0.605)
H (-0.209, -1.393, 2.357)
H (2.098, -0.442, 1.740)
H (1.795, -0.951, 0.009)
H (0.045, 1.000, 1.651)
H (0.833, 0.815, -2.167)
H (-0.338, -0.577, -2.158)
H (-2.280, 0.628, -0.768)
H (-1.470, 2.165, -1.313)



# 12
Entry from OMol25: the ion C5H9N2 with charge +1 at a distorted geometry (ωB97M-V with the def2-TZVPD basis set).

Net charge ... +1
LUMO ... -4.5 eV
Electronic energy ... -305.00027 Eh
Energy relative to the best compared isomer or geometry (same formula, charge and spin) ... 603.2 kJ/mol

Geometry (Å):
C (-1.391, 1.266, -0.532)
C (0.330, -1.236, -0.110)
C (-0.205, 1.124, 0.465)
C (0.848, 0.168, 0.093)
C (-1.406, 0.150, 0.742)
N (2.140, 0.495, 0.068)
N (-1.028, -1.240, 0.210)
H (-2.134, 2.040, -0.363)
H (-1.314, 1.012, -1.614)
H (0.615, -1.541, -1.199)
H (0.996, -1.987, 0.510)
H (0.394, 1.859, 1.046)
H (2.859, -0.265, 0.044)
H (2.370, 1.520, 0.145)
H (-1.707, -1.621, -0.566)
H (-1.367, -1.743, 1.061)



Q: Which formula does entry 8 have?
A: C5H9N



Q: Which of these has the lowest electronic energy?
A: C5H9N2